(1)
{"formula": "C23H26FeO6", "method": "ωB97M-V/def2-TZVPD", "symbols": ["Fe", "O", "O", "O", "O", "O", "O", "C", "C", "C", "C", "C", "C", "C", "C", "C", "C", "C", "C", "C", "C", "C", "C", "C", "C", "C", "C", "C", "C", "C", "H", "H", "H", "H", "H", "H", "H", "H", "H", "H", "H", "H", "H", "H", "H", "H", "H", "H", "H", "H", "H", "H", "H", "H", "H", "H"], "positions_angstrom": [[2.159, -1.419, -2.090], [0.103, -0.679, -4.146], [-1.353, 2.665, 0.546], [-0.081, -0.192, 2.967], [-1.832, 1.251, -1.149], [0.725, 1.394, 1.560], [1.778, 1.555, -2.198], [-0.037, -2.111, -0.211], [2.147, 0.454, -2.188], [-1.551, 3.772, -0.358], [-4.890, -0.757, 1.320], [-3.512, -2.282, 2.592], [2.674, -3.318, -2.658], [2.658, 2.650, 1.944], [3.976, -1.904, -1.353], [3.189, -2.273, -3.522], [-1.349, 0.364, 1.024], [-2.367, -1.570, 2.244], [-1.551, 1.439, 0.027], [4.010, -1.406, -2.708], [-0.926, 4.995, 0.258], [0.804, -1.114, -3.340], [1.827, 1.526, 2.483], [1.068, -1.216, -0.322], [-1.253, -1.932, -1.002], [-0.226, 0.499, 1.952], [-2.470, -0.444, 1.377], [-3.760, -0.078, 0.886], [-4.775, -1.857, 2.166], [3.137, -3.072, -1.334], [-1.350, 5.266, 1.228], [-5.867, -0.398, 0.989], [1.457, 1.750, 3.490], [-1.115, -2.469, -1.945], [2.931, 2.468, 0.902], [2.117, 3.598, 2.012], [-1.069, 5.828, -0.432], [-5.672, -2.411, 2.456], [-3.843, 0.780, 0.210], [-2.636, 3.910, -0.477], [3.568, 2.767, 2.528], [-1.388, -1.836, 2.638], [-3.403, -3.156, 3.229], [-2.208, -2.278, -0.577], [0.176, -3.133, 0.146], [2.955, -3.715, -0.478], [0.809, -0.130, -0.324], [2.389, 0.588, 2.535], [1.910, -1.387, 0.388], [4.543, -1.515, -0.513], [2.082, -4.172, -2.972], [4.597, -0.565, -3.065], [3.062, -2.223, -4.591], [0.148, 4.842, 0.396], [-1.085, 3.514, -1.322], [-1.429, -0.862, -1.219]], "mulliken_spin": [2.309, -0.019, 0.004, 0.107, 0.041, 0.013, -0.008, 0.649, 0.078, 0.003, -0.084, -0.081, 0.104, 0.000, 0.110, -0.016, 0.308, 0.177, 0.004, 0.011, 0.001, 0.026, -0.006, -0.357, 0.041, 0.112, 0.056, 0.153, 0.168, 0.036, 0.000, -0.002, 0.002, 0.034, 0.000, 0.000, 0.000, 0.009, 0.009, 0.000, 0.000, 0.008, -0.002, 0.008, -0.052, -0.003, 0.064, 0.001, -0.010, 0.007, 0.010, -0.003, -0.001, 0.000, 0.001, -0.019], "multiplicity": 5, "orbital_gap_ha": [0.24452, 0.24781], "energy_ev": -70939.615, "total_charge": 0, "lumo_ha": [0.0207, -0.0636]}



(2)
{"formula": "C21H39BrClN4O4", "method": "ωB97M-V/def2-TZVPD", "symbols": ["Br", "Cl", "O", "O", "O", "O", "N", "N", "N", "N", "C", "C", "C", "C", "C", "C", "C", "C", "C", "C", "C", "C", "C", "C", "C", "C", "C", "C", "C", "C", "C", "H", "H", "H", "H", "H", "H", "H", "H", "H", "H", "H", "H", "H", "H", "H", "H", "H", "H", "H", "H", "H", "H", "H", "H", "H", "H", "H", "H", "H", "H", "H", "H", "H", "H", "H", "H", "H", "H", "H"], "positions_angstrom": [[2.489, -3.903, 2.020], [-0.109, -0.268, 3.953], [0.838, -2.860, -0.143], [1.366, 1.828, 4.878], [-6.233, -2.565, 3.143], [3.779, 1.783, -0.221], [2.917, -2.432, -6.173], [0.624, -1.591, -6.535], [2.126, 0.050, -5.442], [2.501, -0.115, 1.430], [-2.353, 0.523, 1.480], [-4.590, -0.965, 1.252], [-1.164, 1.204, 0.519], [3.291, 1.168, -3.324], [1.787, 1.219, -2.674], [3.407, 0.154, -4.650], [-6.344, -1.100, 3.252], [1.897, -1.325, -6.029], [3.840, 0.374, 1.992], [-3.695, 0.218, 0.529], [1.298, 2.029, 2.353], [1.573, 1.051, 1.023], [4.429, 1.603, 1.081], [1.547, 2.291, -1.479], [-7.185, -3.203, 4.081], [1.929, -2.588, 0.621], [2.693, -1.147, 0.307], [0.215, 0.344, 0.457], [2.319, 2.078, -0.067], [-5.951, -0.289, 1.867], [0.898, 1.267, 3.726], [-2.023, -0.553, 1.873], [-4.297, 1.190, 0.272], [0.304, -0.095, -0.643], [3.856, -1.420, 0.318], [-5.698, -0.741, 4.184], [1.456, 0.117, -2.471], [-7.569, -2.458, 4.929], [4.622, -0.516, 2.142], [3.696, 0.819, 3.090], [2.485, -0.723, -0.761], [-2.698, 1.230, 2.348], [2.954, -2.930, -5.233], [5.593, 1.435, 0.902], [0.507, 2.868, 2.154], [-3.969, -1.525, 2.105], [-6.688, -4.111, 4.659], [-1.645, 1.167, -0.575], [0.034, -0.618, 1.143], [2.078, 0.811, -6.156], [0.011, -0.733, -6.410], [-1.062, 2.342, 0.762], [-8.126, -3.623, 3.508], [-3.287, -0.263, -0.482], [-7.481, -0.842, 3.469], [2.313, 2.620, 2.575], [-6.811, -0.377, 1.073], [4.253, 0.550, -5.358], [-4.818, -1.817, 0.447], [-5.690, 0.831, 2.149], [1.945, 3.338, -1.903], [2.341, 3.174, 0.417], [3.719, -0.899, -4.181], [3.664, 2.266, -3.606], [4.127, 0.751, -2.581], [4.367, 2.601, 1.733], [0.374, 2.460, -1.397], [1.081, 1.583, -3.569], [3.865, -2.043, -6.366], [2.081, -0.702, 2.212]], "mulliken_charge": [-0.044, -0.088, -0.452, -0.509, -0.314, -0.382, -0.550, -0.617, -0.274, 0.155, -0.448, -0.499, -0.900, -0.353, -0.445, -0.718, -0.471, 0.360, -0.468, -0.639, -0.694, 0.192, -0.350, -0.973, -0.654, 0.231, 0.234, -0.280, -0.001, -0.561, 0.161, 0.177, 0.292, -0.036, 0.550, 0.218, 0.130, 0.305, 0.447, 0.354, -0.334, 0.172, 0.285, 0.310, 0.538, 0.238, 0.224, 0.527, 0.354, 0.298, 0.259, 0.338, 0.228, 0.350, 0.399, 0.364, 0.263, 0.297, 0.312, 0.276, 0.530, 0.363, 0.279, 0.345, -0.004, 0.264, 0.241, 0.407, 0.325, 0.466], "smiles": "[H]/N=C(/N)NCCCC[C@@H]1OCC[N@H+](CC(=O)Br)[C@@]1(CCCCCCCOC)CC(=O)Cl", "orbital_gap_ha": 0.25228, "energy_ev": -119104.869, "total_charge": 1, "lumo_ha": -0.1532}